{
  "formula": "C5H9NO",
  "method": "ωB97M-V/def2-TZVPD",
  "gap_ev": 11.45,
  "relative_energy_kcal_mol": 38.7,
  "lumo_energy_ev": 0.43,
  "elements": ["N", "C", "C", "C", "C", "C", "H", "H", "H", "H", "H", "H", "H", "O", "H", "H"],
  "positions_angstrom": [[3.1272, 1.4972, -0.5885], [2.0800, 1.0388, -0.4045], [0.7575, 0.4641, -0.1729], [0.6342, -0.9816, 0.3681], [-0.6232, -0.5126, 1.1312], [-0.0719, 0.9263, 1.0501], [0.1515, 0.5633, -1.0782], [1.4565, -1.2101, 1.0534], [0.5437, -1.7876, -0.3661], [-1.5121, -0.6140, 0.5037], [-0.8110, -0.9366, 2.1204], [0.5816, 1.1550, 1.8977], [-0.7717, 1.7509, 0.8946], [-1.9779, -0.4256, -1.7846], [-1.4706, -1.1267, -2.2104], [-2.1749, 0.2017, -2.4899]]
}


{
  "formula": "C20H26BF9InN2O8",
  "method": "ωB97M-V/def2-TZVPD",
  "gap_ev": 6.34,
  "total_charge": -1,
  "lumo_energy_ev": 1.66,
  "elements": ["C", "C", "B", "O", "In", "O", "C", "N", "C", "C", "C", "N", "C", "C", "H", "H", "H", "H", "H", "H", "H", "H", "H", "H", "H", "C", "C", "O", "C", "O", "C", "F", "F", "F", "H", "H", "H", "H", "H", "C", "C", "O", "C", "O", "C", "F", "F", "F", "H", "H", "H", "H", "H", "C", "C", "O", "C", "O", "C", "F", "F", "F", "H", "H", "H", "H", "H"],
  "positions_angstrom": [[-2.0027, 0.6112, 0.0892], [-2.1793, -0.6234, -0.8014], [-2.8151, -1.8499, -0.0274], [-2.2081, -2.1823, 1.1887], [-4.6385, -3.0095, -0.8275], [-4.5722, -5.0781, -0.2185], [-3.9201, -5.2767, 0.8292], [-3.3037, -5.4810, 1.7903], [-6.4802, -2.0616, -0.0246], [-7.0982, -2.3813, 1.1887], [-8.2332, -1.7019, 1.6096], [-8.8189, -0.6989, 0.9470], [-8.2258, -0.3907, -0.2103], [-7.1061, -1.0277, -0.7274], [-1.5593, 1.4300, -0.4724], [-2.9618, 0.9334, 0.4857], [-1.3478, 0.3872, 0.9254], [-1.1937, -0.9486, -1.1422], [-2.7760, -0.3891, -1.6817], [-1.6252, -2.9427, 1.1091], [-4.7361, -2.9760, -2.5944], [-6.7018, -3.1678, 1.8156], [-8.6858, -1.9789, 2.5555], [-8.6703, 0.4225, -0.7743], [-6.7241, -0.7084, -1.6880], [3.2574, 3.4385, -3.4550], [2.5969, 2.8683, -4.6898], [1.5214, 1.9731, -4.3448], [0.3598, 2.5426, -4.0610], [0.1116, 3.7119, -4.0718], [-0.6820, 1.4553, -3.7364], [-0.1635, 0.5265, -2.9311], [-1.0773, 0.8585, -4.8706], [-1.7449, 1.9931, -3.1549], [3.5897, 2.6355, -2.7967], [4.1154, 4.0417, -3.7241], [2.5600, 4.0588, -2.8909], [3.2998, 2.2627, -5.2579], [2.2240, 3.6535, -5.3467], [-1.0495, -4.8281, 4.1110], [-0.6598, -6.0547, 4.8980], [0.6346, -6.5649, 4.4883], [1.6897, -5.9869, 5.0212], [1.7166, -5.0942, 5.8174], [2.9660, -6.6764, 4.5010], [2.9155, -6.8828, 3.1826], [3.1191, -7.8669, 5.1035], [4.0412, -5.9381, 4.7680], [-1.0334, -5.0400, 3.0445], [-2.0582, -4.5187, 4.3739], [-0.3669, -3.9990, 4.3065], [-1.3580, -6.8654, 4.7042], [-0.6482, -5.8673, 5.9714], [7.9673, 5.7843, 0.3459], [6.5514, 6.2873, 0.5189], [6.0519, 6.8704, -0.7027], [5.5808, 6.0189, -1.5987], [5.5300, 4.8293, -1.5087], [5.0427, 6.7968, -2.8136], [5.8897, 7.7599, -3.1920], [3.8731, 7.3699, -2.5131], [4.8521, 5.9765, -3.8474], [8.6145, 6.5845, -0.0138], [8.3535, 5.4212, 1.2974], [8.0084, 4.9699, -0.3765], [6.5116, 7.0890, 1.2525], [5.8799, 5.4960, 0.8479]]
}


{
  "formula": "C3HCoO2",
  "method": "ωB97M-V/def2-TZVPD",
  "gap_ev": [8.76, 6.71],
  "total_charge": 2,
  "spin_multiplicity": 5,
  "relative_energy_kcal_mol": 45.9,
  "lumo_energy_ev": [-11.64, -14.02],
  "elements": ["C", "C", "Co", "O", "C", "O", "H"],
  "positions_angstrom": [[-0.8738, 1.0955, -0.5543], [-0.2594, 0.1627, -0.0531], [-1.7970, 2.5370, -1.2560], [0.6417, -1.5045, -0.0324], [0.3767, -0.8908, 1.0202], [1.4137, -0.3260, 1.6155], [1.7243, -0.8702, 2.3524]]
}


{
  "formula": "C6H10N2",
  "method": "ωB97M-V/def2-TZVPD",
  "gap_ev": 9.62,
  "relative_energy_kcal_mol": 97.0,
  "lumo_energy_ev": 1.15,
  "elements": ["C", "C", "C", "N", "C", "C", "N", "C", "H", "H", "H", "H", "H", "H", "H", "H", "H", "H"],
  "positions_angstrom": [[-0.1670, -1.3445, 0.6965], [-1.3318, -0.9742, -0.2353], [-2.0834, 0.2419, 0.1503], [-1.0188, 0.2922, -0.8760], [0.2145, 0.7154, -0.2895], [1.5451, 1.2760, -0.7016], [2.1413, 0.2295, 0.2609], [0.9461, -0.5614, 0.0493], [-0.4455, -1.1293, 1.7268], [0.1945, -2.3551, 0.6430], [-1.8286, -1.7406, -0.8476], [-3.0335, 0.4094, -0.3337], [-1.8952, 0.7858, 1.0945], [0.0391, 1.1888, 0.6504], [1.6809, 2.3478, -0.5460], [1.6725, 1.0454, -1.7691], [2.2598, 0.6364, 1.2261], [1.1098, -1.0635, -0.8990]]
}


{
  "formula": "C9H20N5O",
  "method": "ωB97M-V/def2-TZVPD",
  "gap_ev": 8.21,
  "total_charge": 1,
  "relative_energy_kcal_mol": 55.5,
  "lumo_energy_ev": -4.40,
  "elements": ["C", "C", "C", "C", "C", "C", "C", "C", "C", "N", "N", "N", "N", "N", "O", "H", "H", "H", "H", "H", "H", "H", "H", "H", "H", "H", "H", "H", "H", "H", "H", "H", "H", "H", "H"],
  "positions_angstrom": [[-0.0055, 2.5335, -0.7364], [2.2869, -1.3295, -0.4376], [-3.1886, -0.9940, -0.0730], [-2.6450, -0.9313, 1.3290], [-2.5414, 0.0039, -1.0189], [-1.0675, -1.2062, 1.1699], [-1.0204, -0.1688, -1.0455], [1.8523, 2.2916, 1.0038], [0.9213, 1.6364, -0.0718], [1.3579, -2.1562, -0.6123], [-0.4814, -0.2277, 0.2311], [2.7871, -0.4826, -1.4697], [2.7108, -1.0238, 0.8339], [0.3558, 0.5492, 0.6801], [-1.1913, 2.5432, -0.6115], [0.4358, 3.1818, -1.4501], [-3.3033, -1.9773, -0.5215], [-4.3002, -0.7167, 0.1694], [-2.6416, 0.0355, 1.7511], [-3.0819, -1.7439, 1.9995], [-2.8772, -0.1017, -2.0847], [-2.6692, 1.0284, -0.7011], [-0.6097, -1.0861, 2.2164], [-0.8667, -2.2269, 0.7573], [-0.8138, -1.2182, -1.5811], [-0.4791, 0.4920, -1.7265], [2.6376, 2.8178, 0.4915], [1.2749, 3.1123, 1.4805], [2.3466, 1.6009, 1.7000], [1.5010, 1.2049, -0.8068], [1.1617, -2.7029, 0.2427], [2.3675, -0.5287, -2.4102], [3.6582, -0.0219, -1.2554], [3.3115, -0.3093, 1.2111], [2.8168, -1.8775, 1.3467]]
}


{
  "formula": "CH3BrCl2Si",
  "method": "ωB97M-V/def2-TZVPD",
  "gap_ev": 10.72,
  "relative_energy_kcal_mol": 0.0,
  "lumo_energy_ev": 0.50,
  "elements": ["Cl", "Si", "Cl", "C", "Br", "H", "H", "H"],
  "positions_angstrom": [[1.8617, -1.7448, -0.0112], [0.3563, -0.6195, 0.6553], [-1.0653, -1.7918, 1.3877], [-0.2456, 0.5885, -0.7385], [-1.4448, 2.0165, -0.0648], [0.9598, 0.3074, 1.4981], [0.4969, 1.1026, -1.2320], [-0.9189, 0.1410, -1.4946]]
}


{
  "formula": "C20H18N6S",
  "method": "ωB97M-V/def2-TZVPD",
  "gap_ev": 8.71,
  "relative_energy_kcal_mol": 69.4,
  "lumo_energy_ev": 0.50,
  "elements": ["C", "C", "C", "C", "C", "N", "N", "C", "S", "C", "C", "N", "C", "C", "C", "C", "C", "C", "C", "C", "N", "C", "C", "N", "N", "C", "C", "H", "H", "H", "H", "H", "H", "H", "H", "H", "H", "H", "H", "H", "H", "H", "H", "H", "H"],
  "positions_angstrom": [[-4.5484, 3.8407, -4.4153], [-3.2678, 3.5143, -3.7974], [-2.0372, 3.8929, -4.4701], [-0.7270, 3.6870, -4.0018], [0.5426, 4.3800, -4.5918], [-0.6747, 2.6984, -2.9201], [0.4738, 2.0551, -2.2705], [-0.1516, 1.4903, -1.2782], [0.8589, 0.2197, -0.4310], [-0.4132, -0.1624, 0.8855], [0.3102, -0.9634, 1.8499], [0.4961, -2.2189, 1.5193], [1.3236, -2.6080, 2.5858], [1.8381, -3.9674, 2.8311], [2.0801, -4.7154, 1.6989], [2.6092, -6.0626, 1.7597], [2.9377, -6.6944, 2.9768], [2.6508, -5.8797, 4.2234], [2.2192, -4.5320, 4.0577], [1.6791, -1.6097, 3.3900], [1.0755, -0.5047, 2.8808], [1.0869, 0.8752, 3.5002], [-0.3053, 1.2218, 3.9946], [-1.3368, 1.4777, 4.4889], [-1.5631, 1.5707, -1.2598], [-1.8486, 2.2908, -2.2944], [-3.1709, 2.7527, -2.7141], [-4.6159, 5.0025, -4.6101], [-4.5452, 3.3851, -5.4401], [-5.4389, 3.5093, -3.8580], [-2.2355, 4.2319, -5.5129], [0.5058, 5.4083, -4.1867], [0.5056, 4.4942, -5.7194], [1.4033, 3.8879, -4.3073], [-1.1866, -0.6672, 0.3099], [-0.8248, 0.7032, 1.3211], [1.9762, -4.2568, 0.8033], [2.6085, -6.7931, 0.8623], [3.2789, -7.7015, 2.8315], [2.9151, -6.4198, 5.1152], [1.9986, -4.0039, 5.0073], [2.3793, -1.7722, 4.1916], [1.7711, 0.9206, 4.4220], [1.4067, 1.6192, 2.6912], [-4.0393, 2.4036, -2.1191]]
}


Question: Which formula does entry 4 have?
Answer: C6H10N2